No. 1
A structure of composition C24H37BF8N7O10P2S2 at a distorted geometry. Source: the Open Molecules 2025 dataset; level of theory: the ωB97M-V functional and the def2-TZVPD basis.

Geometry as XYZ:
```
91
Properties=species:S:1:pos:R:3:forces:R:3
S -1.5068 1.0298 2.3394 9.85 6.23 10.76
S 0.8729 -0.8498 3.2551 -0.49 1.33 1.37
P -3.2046 -1.2021 -0.7647 -2.44 -1.99 -4.23
P -0.0015 -3.0592 1.6600 -2.38 -7.72 -0.69
F -4.3767 4.0826 2.7988 1.13 -4.45 -1.65
F -2.1719 3.5757 1.3564 -1.49 -4.79 1.63
F -2.2506 3.2125 3.5469 -0.73 -3.50 -3.10
F -5.6019 1.4920 0.3990 2.37 3.88 1.95
F -4.7350 3.7932 0.0411 -0.85 -4.60 3.55
F -4.8884 -1.8014 2.5168 3.28 2.07 -0.50
F -4.8997 1.9590 3.5109 2.80 1.24 -4.36
F -6.4289 3.3152 1.5804 4.31 -2.27 -1.73
O -0.1270 -3.5885 3.3643 2.85 0.17 -3.00
O 0.6402 0.6307 -2.9120 -0.86 -0.15 2.44
O 1.3815 -3.8969 0.9170 -1.14 3.09 1.17
O -3.4458 -1.1173 -2.3103 1.76 0.21 3.62
O -1.5555 0.7276 3.9127 -1.92 -1.01 -6.29
O -0.7875 2.2401 -0.8568 -2.03 -3.70 -0.81
O -0.2573 1.9949 -4.2779 2.03 -2.80 0.34
O -0.2001 1.9445 2.3741 -4.85 -3.86 -2.66
O 0.8934 -1.2353 -0.6953 -0.80 0.46 1.22
O -3.1401 1.6591 -1.2571 3.46 -2.53 -0.45
N 5.4890 5.3968 -0.6893 0.45 0.87 -0.12
N 0.4164 0.9794 -4.2035 -1.98 3.44 -1.90
N -1.1314 -3.9816 0.9804 0.18 1.96 1.32
N 1.4800 0.7640 0.3981 0.20 -0.10 1.77
N -1.3430 -0.4245 1.3829 -0.51 -3.98 -0.30
N -0.2375 -7.1252 -2.5247 -0.81 -0.36 0.44
N -0.8966 -2.4861 -1.4872 0.19 1.27 0.06
C 6.8291 5.4830 -0.5402 -0.87 -0.17 -0.08
C -2.3218 -1.3124 2.1612 -3.72 -3.35 3.12
C -4.1877 2.6259 2.3521 -3.57 3.54 3.04
C 4.8374 6.5437 -0.9798 0.45 -0.77 0.18
C 5.4645 7.7702 -1.1291 0.24 -0.03 0.03
C 7.5441 6.6632 -0.6663 -0.18 0.19 -0.06
C 1.2390 -0.6993 0.6083 1.75 1.07 -1.34
C 2.4148 3.7984 0.1281 0.64 -0.23 -0.44
C -0.6525 -6.7827 -1.2858 0.36 -0.18 -0.86
C 6.8450 7.8273 -0.9676 -0.01 0.01 0.00
C 2.5907 1.1318 -0.5497 1.76 1.53 -1.29
C 2.7471 -1.1710 1.0508 1.51 -1.90 -0.52
C -1.5630 -0.3544 -0.1154 -1.28 0.98 -2.40
C 2.4082 2.7032 -1.1040 1.31 -0.36 -0.08
C -1.7530 -7.3442 -0.6585 -0.10 -0.15 -0.17
C 0.0015 -1.1794 1.5721 5.39 0.71 1.28
C -2.0749 -8.6879 -2.6219 -0.05 0.09 0.26
C -0.4745 -1.0314 -1.1355 1.74 -2.67 -2.53
C -2.4764 -8.3150 -1.3436 -0.01 0.00 0.01
C -3.7972 -0.7463 2.5596 -1.44 0.29 1.20
C -2.6157 2.4249 2.2614 -0.85 9.63 1.44
C -5.1373 2.7230 1.0310 -5.06 2.36 -1.63
C -0.9585 -8.0719 -3.1644 0.56 0.63 0.30
C -0.3081 -0.4511 -2.6485 0.69 -1.52 -2.40
B -1.8126 1.1539 -0.7496 0.18 5.73 -1.83
H -1.3117 -2.5491 -2.4331 0.07 0.29 0.79
H -0.7673 2.6079 -1.7892 -0.29 -0.27 1.49
H 2.9361 3.3012 1.0801 -1.18 1.17 -1.99
H 7.3715 8.7711 -1.0755 -0.07 -0.12 0.01
H 3.1312 4.6843 -0.2276 -1.83 -1.98 1.07
H -4.1156 0.0197 1.7677 0.11 -0.89 1.34
H -1.6814 -4.5144 1.6873 0.54 0.75 -0.61
H -3.2617 -2.6263 -0.4059 0.50 1.47 0.33
H 4.8910 8.6595 -1.3648 0.04 -0.10 0.02
H 2.8701 -2.0994 1.7271 -0.52 1.36 -1.36
H -1.2630 -0.2414 -3.2729 1.02 -0.40 1.78
H 3.4123 2.9073 -1.7167 -2.14 -0.54 1.27
H -4.4080 -0.6466 -0.2173 1.09 0.14 0.54
H -0.0591 -3.1076 -1.5161 -0.92 0.99 0.22
H 3.6489 1.2052 0.0047 -2.28 -0.37 -0.97
H -2.0398 -7.0320 0.3393 0.04 -0.01 -0.09
H 1.8963 1.1087 1.3169 -1.45 -0.37 -1.35
H 3.3033 -1.4667 0.0338 -1.32 0.77 2.18
H -0.0576 -6.0182 -0.7938 -0.12 -0.06 0.08
H -2.6179 -9.4405 -3.1824 0.07 0.08 0.04
H 3.4163 -0.3560 1.5843 -1.93 -1.36 -1.28
H 2.7706 0.3958 -1.4407 -0.82 1.36 1.72
H 1.7718 -1.8576 3.5690 -1.10 0.10 -1.07
H -2.6831 -2.2825 1.6559 1.57 1.48 -0.11
H 0.2352 -1.3264 -3.2719 -1.52 1.46 1.85
H -0.6036 -8.3309 -4.1577 -0.06 -0.01 0.08
H 1.3410 4.1740 0.4016 2.13 -0.76 -0.47
H 8.6199 6.6745 -0.5333 -0.11 -0.02 -0.01
H -3.3459 -8.7768 -0.8849 0.11 0.05 -0.06
H -2.9647 1.7557 -2.2522 -0.84 0.13 1.81
H 7.3297 4.5473 -0.3090 0.01 0.09 -0.01
H 1.4323 -3.6989 -0.0588 -0.17 -0.05 1.31
H -3.8783 -0.3685 3.6907 0.39 -0.68 -2.86
H 0.4910 -4.3999 3.3728 -1.29 1.44 0.18
H -1.8821 -1.6795 3.2121 -0.29 1.18 -2.60
H 1.5375 2.8286 -1.8670 1.48 -0.30 1.69
H 3.7611 6.4482 -1.0924 0.07 0.12 -0.03
```
Positions in Å, forces in eV/Å.

## Properties
- HOMO level: -11.3566 eV
- Charge: +1
- HOMO-LUMO gap: 4.35 eV

No. 2
A structure of composition C24H37BrN5NiOPSTe. Source: the Open Molecules 2025 dataset; level of theory: the ωB97M-V functional and the def2-TZVPD basis.

Geometry as XYZ:
```
72
Properties=species:S:1:pos:R:3:forces:R:3
Te 1.7997 -1.6656 2.7409 0.01 -0.02 0.02
Br 1.6553 -4.5418 -0.9796 0.08 -0.28 -0.19
Ni 0.6667 -2.5359 0.5850 -0.50 -0.04 0.28
S 4.6572 -1.7324 1.0634 0.05 -0.02 0.08
P -0.3267 0.3501 0.4890 0.10 -0.07 0.07
O -3.0210 -6.2444 -2.6129 0.02 -0.03 -0.02
N 0.2481 1.6459 1.3754 -0.12 -0.07 0.00
N -0.3200 -0.9935 1.2853 0.00 0.32 -0.04
N 0.5901 0.5203 -0.9234 -0.11 0.09 0.02
N -1.8808 0.6600 -0.0885 0.05 -0.07 -0.04
N -0.7805 -3.6997 -0.2907 0.41 -0.06 -0.28
C -4.5572 0.9889 -1.1108 -0.01 -0.01 -0.01
C -2.3145 -5.3944 -1.8411 -0.03 0.04 0.03
C 3.8154 -1.1588 2.4507 -0.03 0.02 -0.16
C 6.0836 -0.8823 1.4724 0.09 0.12 0.06
C 5.9167 -0.1714 2.6247 0.11 -0.02 -0.05
C -0.9259 -5.5114 -1.8635 -0.02 0.02 0.02
C 0.0609 1.6327 2.8330 0.04 -0.05 0.06
C 1.2553 3.8268 1.7846 -0.02 -0.03 -0.01
C 0.1794 -0.2911 -2.0680 -0.08 -0.10 -0.01
C 2.8056 0.9016 -1.9240 0.02 0.00 -0.05
C -2.9136 -4.4187 -1.0476 -0.01 -0.04 -0.01
C -3.3378 1.5232 -1.8576 0.01 0.01 0.00
C -4.1678 -0.1995 -0.2346 0.01 0.03 0.02
C 2.3933 0.1246 -3.1716 -0.02 0.01 0.03
C -0.2340 -4.6296 -1.0686 -0.04 0.26 0.16
C 2.0379 0.4090 -0.7085 -0.01 0.00 0.07
C -0.5623 2.9407 3.2990 -0.01 -0.02 -0.01
C -2.1073 -3.5927 -0.2912 -0.01 0.00 0.07
C 0.4897 2.9655 0.7893 0.04 0.06 -0.03
C 0.3922 4.1131 3.0229 0.00 0.02 0.02
C 0.8773 0.1727 -3.3387 0.03 0.03 0.01
C -2.2038 1.8365 -0.8851 0.03 0.00 -0.02
C 4.6202 -0.3224 3.1798 -0.09 -0.05 -0.03
C -3.0145 0.1759 0.6891 -0.02 -0.05 0.04
H 1.5731 4.7530 1.3031 -0.03 0.02 0.01
H -1.3114 2.1596 -1.4221 -0.01 -0.01 0.00
H 0.5570 -0.4506 -4.1772 0.01 -0.02 0.01
H -1.5096 3.0848 2.7699 0.01 0.01 -0.02
H 2.7073 -0.9191 -3.0582 -0.01 -0.01 0.01
H 2.8952 0.5108 -4.0611 0.00 0.02 0.01
H -3.5934 2.4204 -2.4269 -0.01 0.01 0.03
H -4.9601 1.7818 -0.4711 0.00 0.01 0.01
H -3.8493 -1.0356 -0.8667 0.00 0.01 -0.03
H -3.9899 -4.3032 -1.0202 0.01 -0.01 -0.01
H -0.1794 5.0330 2.8792 0.00 0.00 -0.01
H -2.5081 -2.8105 0.3413 0.00 0.00 -0.01
H 6.6956 0.4364 3.0643 0.00 0.00 -0.01
H 3.8761 0.7957 -1.7347 0.00 -0.02 0.00
H -5.0227 -0.5398 0.3561 0.01 0.02 0.01
H 1.0236 1.4787 3.3359 -0.02 0.02 -0.01
H -3.9645 -6.0723 -2.5203 0.00 0.00 0.00
H 1.0377 4.2806 3.8878 0.00 -0.01 0.00
H -5.3520 0.7166 -1.8091 0.02 -0.01 -0.01
H 0.4224 -1.3533 -1.8798 0.02 0.01 -0.02
H -2.9898 0.7751 -2.5768 0.00 -0.02 0.00
H 2.1653 3.2930 2.0705 0.00 -0.02 0.00
H 0.5592 1.1971 -3.5589 0.02 0.01 0.01
H 2.3110 0.9711 0.1848 0.01 -0.01 -0.01
H 1.0551 2.8484 -0.1350 0.00 -0.01 -0.01
H 2.6052 1.9686 -2.0664 -0.02 0.00 -0.01
H 4.2907 0.1655 4.0864 -0.02 -0.01 0.00
H -3.3562 0.9500 1.3969 -0.01 0.03 -0.04
H 2.2990 -0.6428 -0.5070 0.03 -0.02 -0.02
H -2.5143 2.6653 -0.2289 -0.01 0.02 -0.01
H 6.9743 -0.9367 0.8662 -0.05 -0.03 -0.03
H -0.4390 -6.2494 -2.4823 0.01 0.01 0.01
H -0.4462 3.4766 0.5227 0.01 -0.01 0.02
H -0.9017 -0.2302 -2.1807 -0.01 0.01 0.02
H -0.5547 0.7737 3.0961 -0.01 0.02 0.00
H -2.6762 -0.6718 1.2833 0.00 0.00 -0.01
H -0.8063 2.8777 4.3606 0.02 0.01 0.01
```
Positions in Å, forces in eV/Å.

## Properties
- Energy relative to the best compared isomer or geometry (same formula, charge and spin): 0.5 kJ/mol
- HOMO level (alpha / beta): -6.0395 / -6.5157 eV
- 2S+1: 3
- HOMO-LUMO gap (alpha / beta): 6.24 / 6.23 eV

Number 1: electronic energy -4374.1850 hartree. Number 2: electronic energy -6375.6245 hartree.